# 1
# C44H49InN5OP3

A molecular structure, C44H49InN5OP3 (the ωB97M-V functional and the def2-TZVPD basis, the Open Molecules 2025 dataset).

The geometry in ORCA input format:
```
! RIJCOSX wB97M-V def2-TZVPD def2/J DEFGRID3
* xyz 2 1
In 0.18 -0.41 0.53
C 4.77 -3.33 4.60
C 3.48 -3.00 3.90
C 2.84 -3.93 3.08
C 1.66 -3.63 2.42
C 1.03 -2.39 2.57
N -0.16 -1.98 1.94
C -1.29 -2.76 1.84
C -1.37 -4.13 2.12
C -2.51 -4.87 1.88
C -3.66 -4.31 1.32
C -4.88 -5.13 1.01
C -3.63 -2.93 1.13
C -2.51 -2.17 1.44
N -2.74 -0.75 1.49
C -3.85 -0.16 1.97
C -3.73 1.20 1.82
C -2.47 1.38 1.25
N -1.88 0.20 1.05
C 1.70 -1.45 3.37
C 2.90 -1.75 4.01
N 1.14 -0.15 3.57
C 0.97 0.48 4.74
C 0.52 1.75 4.47
C 0.44 1.81 3.08
N 0.83 0.67 2.53
H 4.93 -4.40 4.64
H 5.62 -2.88 4.09
H 4.76 -2.95 5.62
H 3.28 -4.91 2.95
H 1.22 -4.37 1.77
H -0.52 -4.63 2.56
H -2.50 -5.93 2.11
H -4.60 -6.13 0.68
H -5.51 -5.23 1.89
H -5.48 -4.67 0.22
H -4.52 -2.43 0.76
H -4.64 -0.76 2.40
H -4.43 1.96 2.11
H -1.96 2.29 0.99
H 3.37 -0.98 4.61
H 1.18 -0.02 5.67
H 0.27 2.52 5.19
H 0.11 2.63 2.46
C -0.71 -3.72 -1.29
P -0.08 -2.05 -1.58
C -0.86 -1.53 -3.14
C 1.68 -2.33 -2.03
C 2.52 -1.04 -1.98
P 2.67 -0.40 -0.27
C 3.89 -1.45 0.54
C 3.46 1.22 -0.43
H -0.59 -4.35 -2.17
H -1.77 -3.68 -1.02
H -0.18 -4.17 -0.45
H -0.63 -2.23 -3.94
H -0.53 -0.53 -3.41
H -1.94 -1.48 -3.00
H 1.73 -2.77 -3.03
H 2.08 -3.07 -1.34
H 2.07 -0.25 -2.58
H 3.52 -1.22 -2.38
H 4.82 -1.47 -0.03
H 3.51 -2.46 0.67
H 4.10 -1.05 1.54
H 4.45 1.12 -0.86
H 3.54 1.68 0.55
H 2.85 1.86 -1.08
O 0.15 1.31 -0.90
P -0.26 2.51 -1.73
C 1.13 3.08 -2.72
C 1.78 4.28 -2.47
C 2.90 4.63 -3.22
C 3.37 3.78 -4.21
C 2.71 2.58 -4.47
C 1.59 2.23 -3.73
C -0.78 3.86 -0.68
C -1.96 4.57 -0.91
C -2.32 5.61 -0.07
C -1.51 5.95 1.01
C -0.33 5.24 1.25
C 0.03 4.20 0.41
C -1.59 2.12 -2.87
C -2.51 1.13 -2.53
C -3.58 0.86 -3.37
C -3.74 1.59 -4.54
C -2.82 2.58 -4.88
C -1.75 2.85 -4.05
H 1.41 4.96 -1.71
H 3.40 5.57 -3.02
H 4.24 4.06 -4.79
H 3.06 1.93 -5.26
H 1.07 1.31 -3.96
H -2.60 4.32 -1.75
H -3.23 6.16 -0.25
H -1.79 6.76 1.66
H 0.30 5.51 2.08
H 0.95 3.65 0.59
H -2.39 0.56 -1.61
H -4.30 0.09 -3.11
H -4.57 1.38 -5.20
H -2.94 3.14 -5.80
H -1.04 3.62 -4.32
*
```

Output
HOMO energy (eV): -11.9
LUMO energy (eV): -4.31

***

# 2
# C44H50AsGeOsP2SSi

A molecular structure, C44H50AsGeOsP2SSi in a non-equilibrium geometry (the ωB97M-V functional and the def2-TZVPD basis, the Open Molecules 2025 dataset).

The geometry in ORCA input format:
```
! RIJCOSX wB97M-V def2-TZVPD def2/J DEFGRID3
* xyz 1 1
Os -0.63 -0.60 0.24
C -0.58 2.78 -3.21
Si -0.58 1.09 -2.43
C -2.35 0.42 -2.69
C -2.70 0.39 -4.05
C -3.95 -0.05 -4.47
C -4.89 -0.46 -3.54
C -4.57 -0.44 -2.20
C -3.30 -0.03 -1.78
P -2.91 -0.09 -0.01
C -3.73 1.35 0.72
C -3.01 2.51 0.97
C -3.66 3.64 1.45
C -5.02 3.61 1.69
C -5.75 2.45 1.44
C -5.11 1.33 0.96
C -3.67 -1.54 0.75
C -3.91 -1.53 2.12
C -4.31 -2.69 2.76
C -4.48 -3.87 2.04
C -4.26 -3.88 0.67
C -3.85 -2.72 0.02
C 0.59 -0.07 -3.33
C 1.19 0.34 -4.52
C 2.06 -0.49 -5.21
C 2.34 -1.76 -4.72
C 1.76 -2.19 -3.54
C 0.89 -1.34 -2.85
P 0.19 -1.98 -1.31
C 1.43 -2.22 -0.10
C 2.77 -1.76 -0.21
C 3.69 -2.10 0.73
C 3.31 -2.91 1.88
C 2.05 -3.29 2.09
C 0.93 -2.95 1.15
C -0.66 -3.49 -1.83
C -1.73 -3.37 -2.71
C -2.36 -4.50 -3.21
C -1.91 -5.76 -2.84
C -0.82 -5.89 -1.99
C -0.18 -4.76 -1.50
H -0.91 2.76 -4.25
H 0.42 3.23 -3.16
H -1.26 3.43 -2.66
H -1.98 0.71 -4.80
H -4.18 -0.07 -5.53
H -5.87 -0.79 -3.86
H -5.30 -0.77 -1.47
H -1.94 2.54 0.79
H -3.09 4.54 1.64
H -5.52 4.49 2.07
H -6.81 2.43 1.63
H -5.68 0.43 0.77
H -3.79 -0.62 2.69
H -4.50 -2.68 3.83
H -4.79 -4.77 2.54
H -4.39 -4.79 0.10
H -3.68 -2.73 -1.04
H 0.98 1.33 -4.92
H 2.51 -0.15 -6.13
H 3.02 -2.41 -5.26
H 1.98 -3.18 -3.16
H 3.05 -1.15 -1.06
H 4.72 -1.78 0.62
H 4.09 -3.18 2.59
H 1.78 -3.87 2.96
H 0.44 -3.89 0.88
H -2.08 -2.39 -3.02
H -3.19 -4.40 -3.90
H -2.39 -6.65 -3.23
H -0.45 -6.87 -1.73
H 0.69 -4.86 -0.87
C 0.63 -1.78 4.89
Ge 0.40 -0.77 3.22
C 1.97 0.32 2.84
C -1.15 0.41 3.47
C -0.12 -1.96 1.69
H 0.46 -1.10 5.72
H 1.64 -2.18 4.97
H -0.08 -2.60 4.96
H 2.26 0.85 3.75
H 1.75 1.06 2.06
H 2.82 -0.29 2.51
H -0.89 1.16 4.21
H -2.00 -0.16 3.84
H -1.44 0.95 2.57
H -1.09 -2.42 1.95
C 1.81 3.80 4.05
As 0.37 3.98 2.73
C -0.81 5.11 3.82
C 1.19 5.42 1.69
S 0.19 1.44 -0.44
H 2.09 4.78 4.45
H 2.68 3.34 3.59
H 1.48 3.17 4.88
H -0.23 5.82 4.41
H -1.41 4.49 4.50
H -1.49 5.66 3.17
H 1.46 6.26 2.33
H 0.49 5.77 0.93
H 2.08 5.04 1.19
*
```

Output
HOMO energy (spin up / spin down) (eV): -9.1 / -9.1
LUMO energy (spin up / spin down) (eV): -4.05 / -4.05

***

Results for energy above the lowest of the compared OMol25 structures with the same formula, charge and spin: 0.00; 238.11 (in kJ/mol, following the order of the records).